(1)
{
  "formula": "C33H25N7O6RuS",
  "method": "wB97M-V/def2-TZVPD",
  "elements": ["Ru", "O", "C", "N", "C", "C", "C", "C", "C", "C", "N", "C", "O", "C", "C", "C", "C", "C", "N", "C", "C", "C", "C", "C", "N", "H", "H", "H", "H", "H", "H", "H", "H", "H", "H", "H", "H", "C", "C", "C", "C", "C", "C", "C", "S", "O", "O", "N", "C", "C", "O", "O", "H", "H", "H", "H", "H", "H", "H", "H", "H", "N", "C", "C", "C", "C", "C", "N", "C", "H", "H", "H", "H"],
  "coordinates": [[-0.25245, 0.94348, 0.81102], [0.60719, 4.96200, 0.46309], [0.32720, 3.78998, 0.21988], [0.69805, 2.69974, 0.90308], [1.73342, 2.72714, 1.86782], [2.20297, 3.83439, 2.55804], [3.26363, 3.68191, 3.44859], [3.85337, 2.44433, 3.63908], [3.39498, 1.32919, 2.94312], [2.32873, 1.46868, 2.06574], [1.72327, 0.45632, 1.30983], [2.29355, -0.71047, 1.03394], [3.39681, -1.15228, 1.36975], [1.37582, -1.59224, 0.21073], [1.77780, -2.87495, -0.13015], [0.88613, -3.70480, -0.78610], [-0.38788, -3.22991, -1.06339], [-0.71174, -1.93451, -0.70167], [0.16294, -1.12127, -0.10370], [-0.39667, 3.50448, -1.08091], [-1.00159, 4.56933, -1.73431], [-1.51650, 4.36843, -2.99815], [-1.40714, 3.11529, -3.57884], [-0.81919, 2.09319, -2.84614], [-0.33089, 2.28062, -1.60801], [1.74270, 4.79521, 2.39977], [3.62254, 4.54470, 3.99650], [4.67831, 2.33654, 4.33316], [3.85549, 0.36088, 3.06426], [2.77180, -3.18009, 0.16579], [1.16826, -4.71563, -1.05351], [-1.13363, -3.84994, -1.54245], [-1.69580, -1.52086, -0.87093], [-1.01831, 5.52712, -1.23547], [-1.98944, 5.17916, -3.53794], [-1.77291, 2.93199, -4.57903], [-1.96717, 0.28009, -2.16372], [0.22800, -2.88637, -5.57466], [-0.08819, -1.60957, -4.83914], [-1.23122, -0.87677, -5.14622], [-1.54596, 0.27115, -4.44208], [-0.75509, 0.69564, -3.37471], [0.41555, -0.01503, -3.10876], [0.73766, -1.16012, -3.81767], [-3.15754, 1.28927, -0.62947], [-4.55466, 1.04731, -0.30857], [-2.78635, 0.07020, -1.68458], [-2.23602, 0.84324, 0.66755], [-2.93307, 0.96915, 1.94918], [-1.92208, 1.04543, 3.07886], [-2.25252, 0.89685, 4.24011], [-0.69525, 1.31610, 2.71299], [-0.20906, -2.89275, -6.57263], [-0.18254, -3.73788, -5.02587], [1.30393, -3.03893, -5.65595], [-1.88322, -1.21615, -5.94228], [-2.47099, 0.79437, -4.65256], [1.05917, 0.33793, -2.31278], [1.64341, -1.70454, -3.57704], [-3.60114, 0.13100, 2.15118], [-3.55279, 1.87126, 2.01377], [-0.82539, -6.41434, 2.88308], [-0.60148, -5.31380, 3.13114], [-0.32219, -3.93902, 3.43421], [0.41495, -3.58405, 4.56192], [0.66142, -2.24542, 4.78792], [0.17163, -1.30932, 3.88390], [-0.52322, -1.64761, 2.79945], [-0.77189, -2.92982, 2.58521], [0.78115, -4.34862, 5.23432], [1.22812, -1.91985, 5.64883], [0.33162, -0.24535, 4.01779], [-1.33834, -3.18082, 1.69474]],
  "forces_ev_per_angstrom": [[0.7, 0.2, -0.7], [0.0, 0.0, 0.0], [0.1, 0.0, -0.2], [-0.2, 0.0, 0.3], [0.0, 0.1, 0.0], [0.0, 0.0, 0.0], [0.0, 0.0, 0.0], [0.0, 0.0, 0.0], [0.0, 0.0, 0.0], [0.1, 0.0, -0.1], [-0.2, 0.1, 0.0], [-0.2, -0.1, 0.0], [0.1, 0.0, 0.0], [0.1, 0.0, 0.0], [0.0, 0.0, 0.0], [0.0, 0.0, 0.0], [0.0, 0.0, 0.0], [0.0, 0.0, 0.0], [-0.1, 0.1, 0.3], [0.0, -0.1, -0.1], [0.0, 0.1, 0.0], [0.0, 0.0, 0.0], [0.0, 0.0, 0.1], [-0.6, -0.4, 0.7], [-0.1, 0.0, -0.1], [0.0, 0.0, 0.0], [0.0, 0.0, 0.0], [0.0, 0.0, 0.0], [0.0, 0.0, 0.0], [0.0, 0.0, 0.0], [0.0, 0.0, 0.0], [0.0, 0.0, 0.0], [0.0, 0.0, 0.0], [0.0, 0.0, 0.0], [0.0, 0.0, 0.0], [0.0, 0.0, 0.0], [-0.3, -0.1, 0.3], [-0.1, 0.1, 0.1], [0.1, -0.2, -0.2], [-0.1, 0.0, 0.1], [-0.4, -0.2, 0.2], [1.8, 1.0, -1.5], [0.0, -0.3, 0.3], [-0.1, 0.1, 0.1], [0.4, 0.4, -0.1], [-0.4, -0.2, 0.2], [-0.5, -0.3, 0.4], [-0.6, 0.1, -0.1], [0.0, -0.1, 0.2], [-0.1, 0.0, 0.0], [0.0, 0.1, 0.0], [0.2, -0.3, 0.1], [0.0, 0.0, 0.0], [0.0, 0.0, 0.0], [0.0, 0.0, 0.0], [0.0, 0.0, 0.0], [0.1, 0.1, -0.1], [0.1, 0.0, -0.1], [0.0, 0.0, 0.0], [0.0, 0.0, -0.1], [0.0, 0.0, 0.0], [0.0, 0.0, 0.0], [0.0, 0.0, 0.0], [0.0, 0.0, 0.0], [0.0, 0.0, 0.0], [0.0, 0.0, 0.0], [0.0, 0.0, 0.0], [-0.2, -0.1, 0.1], [0.1, 0.0, 0.0], [0.0, 0.0, 0.0], [0.0, 0.0, 0.0], [0.0, 0.0, 0.0], [0.0, 0.0, 0.0]],
  "mulliken_spin": [0.896, 0.013, -0.006, 0.006, 0.005, 0.000, -0.001, 0.004, 0.001, -0.010, -0.007, 0.009, -0.002, -0.009, 0.003, -0.004, 0.005, -0.009, 0.066, 0.016, 0.002, -0.001, 0.003, 0.003, 0.006, 0.001, 0.000, 0.000, 0.000, 0.000, 0.000, 0.001, -0.004, 0.000, 0.000, 0.000, 0.002, 0.000, -0.001, 0.001, -0.002, -0.002, -0.002, 0.000, 0.007, 0.001, 0.003, -0.001, 0.003, -0.003, 0.006, -0.006, 0.000, 0.000, 0.000, 0.000, 0.000, -0.001, 0.000, 0.001, 0.007, 0.000, 0.000, 0.001, 0.000, 0.000, 0.001, 0.001, 0.000, 0.000, 0.000, -0.002, 0.000],
  "spin_multiplicity": 2,
  "charge": -1,
  "relative_energy_kcal_mol": 11.6,
  "gap_ha": [0.243, 0.244],
  "s_squared": 0.760
}

(2)
{
  "formula": "C33H26BF10N3O4S2SeSr",
  "method": "wB97M-V/def2-TZVPD",
  "elements": ["Sr", "S", "C", "N", "C", "C", "C", "C", "C", "C", "S", "H", "H", "H", "H", "O", "C", "C", "O", "O", "C", "C", "C", "C", "C", "C", "C", "C", "C", "C", "C", "C", "H", "H", "H", "H", "H", "H", "H", "H", "H", "H", "H", "C", "C", "O", "C", "F", "F", "F", "C", "F", "F", "F", "H", "H", "H", "C", "N", "C", "Se", "N", "C", "C", "C", "C", "C", "C", "H", "H", "H", "H", "H", "H", "H", "H", "F", "B", "F", "F", "F"],
  "coordinates": [[0.23096, 1.08197, 0.44866], [-0.46602, -2.10309, 2.16988], [-1.87588, -1.48948, 1.34930], [-1.96369, -0.34287, 0.73024], [-3.25510, -0.09083, 0.26781], [-3.63794, 1.07131, -0.40077], [-4.96024, 1.21244, -0.77673], [-5.89484, 0.20407, -0.51104], [-5.51487, -0.96053, 0.13225], [-4.18515, -1.10251, 0.52233], [-3.38708, -2.38062, 1.37688], [-2.92648, 1.86101, -0.61441], [-5.26803, 2.12262, -1.27557], [-6.92860, 0.34157, -0.80496], [-6.23489, -1.74628, 0.32724], [2.33053, -0.26445, 0.60989], [3.38983, 0.52370, 1.18362], [2.81523, 1.60138, 2.20849], [3.65367, 2.22400, 2.85258], [1.55162, 1.71769, 2.23365], [4.28460, -0.41537, 1.98548], [5.52312, 0.00862, 2.46122], [6.30848, -0.84124, 3.22267], [5.86089, -2.12467, 3.52346], [4.62608, -2.54575, 3.05908], [3.83481, -1.69331, 2.29256], [4.12880, 1.24375, 0.06013], [5.08909, 0.57083, -0.68834], [5.70884, 1.18877, -1.76640], [5.37206, 2.49067, -2.11261], [4.40611, 3.16418, -1.37655], [3.79041, 2.54432, -0.29964], [2.25624, -0.05080, -0.34876], [5.85080, 1.01611, 2.24293], [7.26963, -0.49747, 3.58752], [6.47663, -2.78842, 4.11998], [4.26463, -3.54152, 3.28742], [2.87135, -2.01432, 1.92052], [5.34415, -0.44992, -0.42824], [6.45688, 0.64918, -2.33546], [5.84963, 2.97392, -2.95706], [4.12003, 4.17571, -1.63691], [3.04350, 3.08741, 0.26800], [2.28939, 0.79198, -3.74122], [0.96865, 0.94681, -2.98815], [1.12037, 0.93496, -1.64211], [0.33167, 2.30726, -3.37698], [-0.92226, 2.42821, -2.92279], [0.29289, 2.53643, -4.71034], [1.04377, 3.31284, -2.85260], [0.00898, -0.19176, -3.42512], [-1.05260, -0.30631, -2.62201], [-0.46999, -0.02726, -4.68181], [0.63638, -1.37331, -3.41347], [2.89682, 1.68181, -3.57828], [2.15996, 0.63740, -4.81436], [2.81637, -0.06134, -3.31622], [2.00742, -6.48410, -2.20517], [1.25656, -5.98818, -1.07836], [1.28913, -4.69746, -0.60873], [2.32759, -3.30596, -1.19816], [0.38989, -4.64722, 0.40180], [-0.22048, -5.87038, 0.58157], [-1.19655, -6.28997, 1.46705], [-1.60185, -7.61696, 1.37537], [-1.04510, -8.48635, 0.43407], [-0.06313, -8.05659, -0.45504], [0.33118, -6.73350, -0.36349], [2.57298, -5.64810, -2.61155], [1.32805, -6.87749, -2.96347], [2.69483, -7.27276, -1.89242], [0.16781, -3.80402, 0.96054], [-1.61814, -5.60298, 2.18942], [-2.37067, -7.97974, 2.04576], [-1.38279, -9.51413, 0.39185], [0.37208, -8.72932, -1.18291], [-0.89058, 3.11446, 0.51111], [-1.65332, 4.38097, 0.45964], [-2.45113, 4.43442, 1.59369], [-2.43297, 4.32132, -0.70297], [-0.73481, 5.42263, 0.41176]],
  "forces_ev_per_angstrom": [[-1.2, -0.4, 0.5], [-0.7, 0.3, -0.4], [0.8, -0.1, 0.4], [-0.4, 0.0, -0.1], [0.5, 0.1, 0.0], [-0.1, 0.1, -0.1], [0.0, -0.1, 0.0], [0.0, 0.1, 0.0], [0.1, -0.1, 0.0], [-0.2, 0.1, -0.1], [-0.2, -0.3, 0.1], [0.0, 0.0, 0.1], [0.0, 0.0, 0.0], [0.0, 0.0, 0.0], [0.0, 0.0, 0.0], [0.4, 0.5, -0.5], [0.1, 0.0, 0.4], [-0.2, -0.1, 0.0], [0.0, 0.0, 0.0], [0.9, 0.1, 0.3], [-0.2, 0.0, -0.2], [0.0, 0.0, 0.0], [-0.1, 0.0, 0.0], [0.1, 0.0, 0.0], [-0.1, 0.1, -0.1], [0.1, -0.1, 0.1], [0.0, 0.0, 0.1], [0.0, 0.0, -0.1], [0.0, 0.0, 0.0], [0.0, 0.0, 0.1], [0.0, 0.0, 0.0], [0.0, 0.0, 0.0], [0.3, -0.3, 0.1], [0.0, 0.0, 0.0], [0.0, 0.0, 0.0], [0.0, 0.0, 0.0], [0.0, 0.0, 0.0], [0.0, 0.0, 0.0], [0.0, 0.0, 0.0], [0.0, 0.0, 0.0], [0.0, 0.0, 0.0], [0.0, 0.0, 0.0], [0.0, 0.0, 0.0], [0.2, 0.0, -0.1], [-0.1, 0.2, 0.2], [0.3, -0.3, -0.6], [0.0, 0.0, 0.1], [-0.1, 0.0, 0.0], [0.0, 0.0, -0.2], [0.1, 0.1, 0.0], [0.1, 0.1, 0.1], [-0.1, 0.0, 0.1], [0.0, 0.0, -0.2], [0.1, -0.2, 0.0], [0.0, 0.0, 0.0], [-0.1, 0.0, 0.0], [0.0, 0.0, 0.0], [0.0, 0.0, 0.1], [0.0, -0.1, -0.1], [0.1, 0.3, 0.0], [-0.2, -0.5, 0.1], [-0.1, -0.1, 0.1], [0.0, 0.2, 0.0], [0.0, 0.0, 0.0], [0.0, 0.0, -0.1], [0.0, 0.1, 0.0], [0.0, 0.0, 0.0], [0.1, 0.0, -0.1], [0.0, 0.0, 0.0], [0.0, 0.0, 0.0], [0.0, 0.0, 0.0], [0.1, 0.1, -0.2], [0.0, 0.0, 0.0], [0.0, 0.0, 0.0], [0.0, 0.0, 0.0], [0.0, 0.0, 0.0], [-0.4, 0.7, 0.0], [0.1, -0.2, -0.2], [0.0, 0.0, 0.0], [0.0, 0.0, 0.1], [-0.1, -0.1, 0.0]],
  "lowdin_charge": [1.615, 0.493, -1.125, -0.098, -0.312, 0.004, -0.082, -0.117, -0.115, -0.494, 0.972, 0.102, 0.102, 0.087, 0.094, -0.182, -0.308, -0.628, 0.035, -0.194, -0.140, -0.036, -0.095, -0.122, -0.087, -0.008, -0.137, -0.019, -0.091, -0.113, -0.077, 0.000, 0.049, 0.118, 0.090, 0.085, 0.094, 0.089, 0.125, 0.093, 0.092, 0.104, 0.130, 0.018, -0.488, -0.357, -0.560, 0.159, 0.123, 0.152, -0.560, 0.151, 0.128, 0.107, 0.081, 0.089, 0.091, -0.053, -0.089, -0.748, 0.656, 0.100, -0.180, -0.003, -0.105, -0.115, -0.028, -0.171, 0.028, 0.091, 0.091, -0.008, 0.109, 0.093, 0.089, 0.100, -0.112, -1.211, 0.119, 0.100, 0.119],
  "charge": -2,
  "relative_energy_kcal_mol": 18.5,
  "gap_ha": 0.251
}